(1)
Here is an isolated molecule of C3H8N2O2 in a non-equilibrium geometry from the Open Molecules 2025 dataset. Energies are from ωB97M-V with the def2-TZVPD basis set.

Relative energy (zero: lowest compared OMol25 entry of this formula, charge and spin) (eV): 6.316
Kohn-Sham gap (eV): 9.8
SMILES string: CN(C)C1ONO1
Calculated total energy (eV): -10310.637
LUMO (eV): 0.915

Each line ends with the Löwdin charge.
Geometry (Å):
C -0.47446 -1.31730 -0.78412  -0.06
N -0.35146 -0.46536 0.39487  -0.17
C 0.74103 -0.87417 1.39292  -0.03
C -0.35533 0.96729 0.30766  -0.35
O -1.15574 1.40856 -0.71590  -0.02
N -0.10216 2.35117 -1.14213  0.04
O 0.84835 1.74624 -0.29568  -0.08
H 0.06560 -2.27816 -0.66994  0.10
H -1.56161 -1.42018 -0.79680  0.09
H -0.12924 -0.87161 -1.66722  0.06
H 1.67889 -0.92943 0.83044  0.09
H 0.73016 0.00170 2.02863  0.07
H 0.48689 -1.81847 1.94208  0.10
H -0.51905 1.35136 1.22555  0.11
H 0.09814 2.14836 -2.05036  0.07


(2)
Here is C25H18F5N5O2V as an isolated structure in a non-equilibrium geometry from the Open Molecules 2025 dataset. Energies are from ωB97M-V with the def2-TZVPD basis set.

Relative energy (zero: lowest compared OMol25 entry of this formula, charge and spin) (eV): 1.014
Spin multiplicity: 4
Kohn-Sham gap (spin up / spin down) (eV): 5.9 / 7.5
<S²>: 3.7648
Calculated total energy (eV): -77034.668
LUMO (spin up / spin down) (eV): -0.459 / -0.597

Each line ends with the Löwdin spin population.
Geometry (Å):
V -0.27596 0.17747 0.16671  2.60
C -3.87174 1.79878 -1.94952  0.01
C -3.47869 3.11796 -1.90842  0.01
C -2.47467 3.49533 -1.02248  0.01
C -1.89326 2.53096 -0.23108  0.02
N -2.23866 1.23427 -0.30922  0.02
C -3.21347 0.88315 -1.13448  0.02
C -0.88507 2.82332 0.83657  0.04
C -0.48588 4.06309 1.29954  0.00
C 0.21474 4.10466 2.50242  0.03
C 0.46020 2.94400 3.20939  0.00
C 0.08835 1.73298 2.64282  0.03
N -0.50899 1.71920 1.45888  0.02
C 0.21526 0.37263 3.21526  0.01
C 0.77093 0.09830 4.45639  0.01
C 0.81453 -1.21483 4.89088  0.01
C 0.30828 -2.21402 4.07632  0.01
C -0.22187 -1.85525 2.84470  0.01
N -0.28117 -0.59876 2.42716  0.02
H -4.65272 1.46340 -2.61681  0.00
H -3.94554 3.85128 -2.55219  0.00
H -2.14587 4.52310 -0.95869  0.00
H -3.44523 -0.17297 -1.17772  0.00
H -0.72492 4.97140 0.76579  0.00
H 0.53375 5.05661 2.90476  0.00
H 0.92794 2.98961 4.18309  0.00
H 1.16912 0.89538 5.06929  0.00
H 1.24386 -1.45821 5.85372  0.00
H 0.32964 -3.25161 4.37778  0.00
H -0.60617 -2.60197 2.16011  0.00
C 1.90107 -4.65969 -0.02718  0.00
C 1.66185 -3.33039 -0.68630  0.00
N 1.06141 -3.16933 -1.79536  0.00
O 0.59998 -4.36988 -2.32910  0.00
C 2.14374 -2.09328 -0.03670  0.01
C 3.55884 -1.98031 0.43786  0.00
N 1.30030 -1.14047 0.08751  0.01
O 1.66353 0.03196 0.58955  0.03
H 1.10497 -5.35096 -0.29509  0.00
H 1.94851 -4.54544 1.05555  0.00
H 2.84471 -5.09436 -0.36386  0.00
H 0.11533 -4.06885 -3.10395  0.00
H 3.88263 -2.89392 0.93910  0.00
H 3.65018 -1.13528 1.11610  0.00
H 4.22290 -1.81466 -0.41458  0.00
F -1.47766 -1.68527 -2.12375  0.01
C -0.83975 -0.65958 -2.75685  0.01
C -0.25461 0.34321 -2.01238  0.01
C 0.26731 1.38320 -2.75087  0.01
F 0.82362 2.44383 -2.10151  0.01
C 0.25393 1.43406 -4.13390  0.00
F 0.76543 2.47414 -4.81348  0.00
C -0.30971 0.38131 -4.83197  0.01
F -0.33183 0.39372 -6.17210  0.00
C -0.86407 -0.67743 -4.13770  0.00
F -1.41930 -1.69558 -4.81996  0.00


(3)
Here is C5H16N4 as an isolated structure in a non-equilibrium geometry from the Open Molecules 2025 dataset. Energies are from ωB97M-V with the def2-TZVPD basis set.

Relative energy (zero: lowest compared OMol25 entry of this formula, charge and spin) (eV): 5.291
Kohn-Sham gap (eV): 8.4
Calculated total energy (eV): -11400.245
LUMO (eV): 0.937

Each line ends with the Löwdin charge.
Geometry (Å):
C 1.11746 -0.88715 0.98465  -0.52
C 2.61274 -1.03121 0.68798  -0.08
C 0.38437 -2.18045 0.65478  -0.09
C 0.90618 -0.48717 2.43857  -0.10
N -0.08947 0.47795 0.02733  0.04
H 1.00001 0.07172 0.00395  0.03
H -0.02997 1.22930 0.71733  -0.01
H 3.13352 -0.09386 0.89018  0.08
H 2.77182 -1.26642 -0.36550  0.08
H 3.05811 -1.82005 1.30193  0.09
H -0.67573 -2.10477 0.89327  0.07
H -0.15303 -0.43693 2.68647  0.08
H 0.49651 -2.43480 -0.39984  0.08
H 0.77340 -3.01348 1.24893  0.08
H 1.36611 0.47973 2.64963  0.08
H 1.35245 -1.22683 3.11231  0.08
N -2.77820 1.31248 -0.75601  -0.02
N -1.96608 1.65076 -3.29331  0.08
C -1.20301 2.03122 -2.23373  -0.31
N -1.49496 1.89720 -0.99423  -0.14
H -3.04513 1.62262 0.17259  0.06
H -2.61346 0.30994 -0.67494  0.06
H -2.92438 1.40944 -3.08595  0.07
H -1.75860 2.01542 -4.20640  0.08
H -0.24066 2.47533 -2.45999  0.11


(4)
Here is an isolated molecule of C4H5NO in a non-equilibrium geometry from the Open Molecules 2025 dataset. Energies are from ωB97M-V with the def2-TZVPD basis set.

Relative energy (zero: lowest compared OMol25 entry of this formula, charge and spin) (eV): 2.586
Kohn-Sham gap (eV): 11.1
SMILES string: N#CC1COC1
Calculated total energy (eV): -7763.941
LUMO (eV): 0.659

Each line ends with the Löwdin charge.
Geometry (Å):
N 2.77629 -1.08278 0.61444  0.14
C 1.72362 -0.64845 0.39684  -0.16
C 0.41289 -0.25900 -0.08515  -0.24
C -0.95397 -0.50829 0.59650  -0.11
O -1.38176 0.82373 0.25617  -0.10
C -0.20203 1.09838 -0.47817  -0.16
H 0.33570 -0.51795 -1.14470  0.13
H -1.04260 -0.67802 1.67618  0.13
H -1.52965 -1.28132 0.07387  0.12
H 0.24051 2.07528 -0.30552  0.12
H -0.37899 0.97840 -1.60048  0.13


(5)
Here is C14H21F4MnN4O2 as an isolated structure from the Open Molecules 2025 dataset. Energies are from ωB97M-V with the def2-TZVPD basis set.

Relative energy (zero: lowest compared OMol25 entry of this formula, charge and spin) (eV): 0.000
Spin multiplicity: 6
Kohn-Sham gap (spin up / spin down) (eV): 7.8 / 7.7
<S²>: 8.7548
Calculated total energy (eV): -67098.837
LUMO (spin up / spin down) (eV): -2.603 / -2.808
Total charge: +1

Each line ends with the Löwdin spin population.
Geometry (Å):
Mn 0.28032 0.59407 -0.25576  4.66
C 2.07398 -3.44496 0.45837  0.00
C 1.39576 -2.19693 -0.08166  0.01
N 1.68300 -0.93566 0.64289  0.05
C 3.06983 -0.44864 0.40790  0.01
C 3.07174 0.92546 -0.24031  0.02
C 1.33900 -0.98178 2.07993  0.00
C -0.15973 -0.89509 2.30454  0.01
N -0.61748 0.24062 1.52725  0.06
C -1.74359 0.95074 1.81265  0.01
C -1.91339 2.16391 1.13551  0.01
F -0.89421 2.52187 0.26733  0.04
C -2.98988 3.00378 1.27594  0.00
F -3.01948 4.13882 0.56869  0.00
C -4.01369 2.67375 2.13925  0.01
C -3.88510 1.48171 2.82599  0.00
F -4.84764 1.10168 3.66893  0.00
C -2.80020 0.63832 2.67290  0.01
F -2.77910 -0.52019 3.35762  0.00
H 1.91089 -4.27402 -0.23214  0.00
H 1.67752 -3.74579 1.42807  0.00
H 3.15329 -3.30249 0.55789  0.00
H 0.31102 -2.34087 -0.08703  0.00
H 1.69465 -2.03385 -1.11855  0.00
H 3.60316 -1.15983 -0.22361  0.00
H 3.60926 -0.40668 1.35403  0.00
H 2.62794 0.89177 -1.24105  0.00
H 4.07726 1.32867 -0.36934  0.00
H 2.54709 1.65103 0.39294  0.01
H 1.79542 -0.10414 2.53764  0.00
H 1.76417 -1.86650 2.55972  0.00
H -0.33072 -0.77620 3.37512  0.00
H -0.64367 -1.83857 2.01850  0.00
H -4.86822 3.31910 2.28064  0.00
C 1.04668 0.29712 -4.96228  0.00
O -0.30515 0.26626 -4.42626  0.00
C -0.43048 0.30807 -3.12816  0.01
O 0.53243 0.38295 -2.34479  0.04
N -1.71264 0.25559 -2.72642  0.00
N -1.95667 0.34961 -1.35666  0.03
H 0.92729 0.12783 -6.02473  0.00
H 1.64603 -0.48629 -4.51009  0.00
H 1.48467 1.27205 -4.77352  0.00
H -2.45932 0.21607 -3.40375  0.00
H -2.40437 -0.49013 -1.00079  0.00
H -2.54766 1.14773 -1.14337  0.00


(6)
Here is a 2-piece molecular cluster, C6H8O2 overall from the Open Molecules 2025 dataset. Energies are from ωB97M-V with the def2-TZVPD basis set.

Relative energy (zero: lowest compared OMol25 entry of this formula, charge and spin) (eV): 0.044
Kohn-Sham gap (eV): 9.3
SMILES string: Oc1ccccc1.O
Calculated total energy (eV): -10446.682
LUMO (eV): 0.688

Each line ends with the Löwdin charge.
Geometry (Å):
O 1.19929 1.42876 0.39752  0.02
C 0.51738 0.23325 0.39500  -0.32
C 0.37232 -0.52940 -0.75835  -0.03
C -0.30973 -1.73117 -0.67996  -0.09
C -0.86643 -2.14507 0.52357  -0.11
C -0.70287 -1.37950 1.66903  -0.09
C -0.05087 -0.15758 1.60073  -0.02
H 1.52536 1.61113 -0.49913  0.09
H 0.84837 -0.16549 -1.66160  0.12
H -0.42862 -2.36076 -1.54542  0.10
H -1.41371 -3.07731 0.56931  0.10
H -1.11256 -1.74212 2.60261  0.10
H 0.09164 0.43485 2.48977  0.11
O 0.00417 2.87334 -1.89405  -0.05
H 0.11872 2.97001 -0.94121  0.02
H 0.20754 3.73706 -2.26785  0.04